Model A:
C4H7BrOS | ωB97M-V/def2-TZVPD

The LUMO energy is 0.563 eV.

The geometry in ORCA input format:
```
! wB97M-V def2-TZVPD RIJCOSX def2/J DEFGRID3
* xyz 0 1
C 0.6107 0.2412 1.0934
C 0.4586 1.3556 0.1423
C -0.2424 -1.1389 -0.9387
C -0.2718 -0.8814 0.5674
O -0.7210 1.2501 -2.3875
S 0.3873 0.6023 -1.6489
Br -2.1288 -0.4852 1.2414
H 1.6944 -0.0803 1.1439
H 0.4455 0.3232 2.1252
H -0.5622 1.8815 0.1873
H 1.2371 2.0743 -0.0654
H 0.4559 -1.8781 -1.3227
H -1.2924 -1.3479 -1.2815
H -0.0710 -1.9165 1.1439
*
```

Charges per atom according to Mulliken partitioning, unit e: number 1, C, carries -0.68; number 2, C, carries -0.67; number 3, C, carries -0.61; number 4, C, carries -0.26; number 5, O, carries -0.58; number 6, S, carries 0.42; number 7, Br, carries -0.13; number 8, H, carries 0.26; number 9, H, carries 0.42; number 10, H, carries 0.31; number 11, H, carries 0.45; number 12, H, carries 0.36; number 13, H, carries 0.35; number 14, H, carries 0.35


Model B:
C4H7BrOS | ωB97M-V/def2-TZVPD

The LUMO energy (spin up / spin down) is -0.267 / -0.763 eV.

The geometry in ORCA input format:
```
! wB97M-V def2-TZVPD RIJCOSX def2/J DEFGRID3
* xyz 0 1
C 0.6129 -1.0508 -0.5335
C 1.0860 -0.1011 0.6317
C -0.9392 1.4472 -0.2549
C -0.8785 -1.3079 -0.6277
O 0.3872 1.8204 1.9764
S 0.5785 1.6539 0.5610
Br -1.9517 -1.6876 0.8590
H 0.8732 -0.7089 -1.5418
H 1.2891 -1.8907 -0.3759
H 0.8458 -0.5594 1.5080
H 2.1384 0.0412 0.6333
H -0.7737 1.5625 -1.3409
H -1.9499 1.7056 0.0745
H -1.3182 -0.9244 -1.5691
*
```

Charges per atom according to Mulliken partitioning, unit e: number 1, C, carries -0.50; number 2, C, carries -0.83; number 3, C, carries -0.76; number 4, C, carries -0.44; number 5, O, carries -0.61; number 6, S, carries 0.44; number 7, Br, carries -0.08; number 8, H, carries 0.27; number 9, H, carries 0.34; number 10, H, carries 0.50; number 11, H, carries 0.44; number 12, H, carries 0.37; number 13, H, carries 0.41; number 14, H, carries 0.45


Least stable = model B


Model A:
CH5FO2SSi | ωB97M-V/def2-TZVPD

The SMILES is CS[Si](O)(O)F. The LUMO energy is 0.332 eV.

The geometry in ORCA input format:
```
! wB97M-V def2-TZVPD RIJCOSX def2/J DEFGRID3
* xyz 0 1
C -0.9343 -0.1015 -1.4112
S 0.8909 0.2483 -1.5415
Si 1.6110 0.2183 0.4669
O 0.9457 1.3955 1.3931
O 1.4157 -1.1734 1.2481
F 3.2174 0.3503 0.5985
H -1.2908 0.5522 -2.1702
H -1.3634 0.4183 -0.5967
H -1.1853 -1.1547 -1.4910
H 0.5235 2.1388 1.1607
H 0.8094 -1.8375 0.9195
*
```

Charges per atom according to Mulliken partitioning, unit e: number 1, C, carries -0.84; number 2, S, carries -0.18; number 3, Si, carries 0.67; number 4, O, carries -0.47; number 5, O, carries -0.45; number 6, F, carries -0.29; number 7, H, carries 0.33; number 8, H, carries 0.32; number 9, H, carries 0.27; number 10, H, carries 0.31; number 11, H, carries 0.32


Model B:
CH5FO2SSi | ωB97M-V/def2-TZVPD

The LUMO energy is -1.153 eV.

The geometry in ORCA input format:
```
! wB97M-V def2-TZVPD RIJCOSX def2/J DEFGRID3
* xyz 0 1
C 2.0263 1.4750 -0.4159
O -1.7742 -2.1254 -0.7016
O -1.9710 -1.1263 1.7777
F -2.0912 0.5700 -0.2029
Si -1.4884 -0.8613 0.2648
S 1.7322 -0.2821 0.0049
H 3.0505 1.6756 -0.3994
H 1.3364 2.3128 -0.0009
H 1.7103 1.6435 -1.4132
H -1.1349 -2.3070 -1.5093
H -1.3960 -0.9747 2.5957
*
```

Charges per atom according to Mulliken partitioning, unit e: number 1, C, carries -0.81; number 2, O, carries -0.46; number 3, O, carries -0.45; number 4, F, carries -0.24; number 5, Si, carries 0.70; number 6, S, carries -0.37; number 7, H, carries 0.32; number 8, H, carries 0.25; number 9, H, carries 0.27; number 10, H, carries 0.39; number 11, H, carries 0.39


Least stable = model B


Model A:
C10H13N5O5 | ωB97M-V/def2-TZVPD

The SMILES is O=[N+]([O-])c1cnc2no[n+]([O-])c2c1.CN1CCOCC1. The LUMO energy is -2.467 eV.

The geometry in ORCA input format:
```
! wB97M-V def2-TZVPD RIJCOSX def2/J DEFGRID3
* xyz 0 1
O 3.0655 -0.2220 2.1042
N 3.3049 -1.4058 1.7479
O 4.4673 -1.8314 1.5515
C 2.2068 -2.3139 1.5628
C 2.4185 -3.5410 0.8415
N 1.4815 -4.4592 0.6045
C 0.2737 -4.2033 1.0993
N -0.8314 -4.9963 0.9850
O -1.8390 -4.3178 1.7021
N -1.3332 -3.1033 2.2382
O -2.0530 -2.3761 2.8960
C -0.0002 -3.0095 1.8583
C 0.9420 -2.0264 2.0889
H 3.4242 -3.7368 0.4515
H 0.7110 -1.1393 2.6662
C -0.3181 2.0028 2.6365
N -0.7484 2.6313 1.4262
C 0.3520 2.9607 0.5474
C -0.1928 3.7494 -0.6327
O -1.3202 3.0942 -1.2088
C -2.4043 2.8894 -0.3061
C -1.9640 2.0596 0.8888
H -1.1689 1.9419 3.3186
H 0.0798 0.9891 2.4596
H 0.4726 2.6142 3.0801
H 1.0393 3.5770 1.1452
H 0.9071 2.0585 0.2067
H -0.4614 4.7576 -0.2612
H 0.5500 3.8116 -1.4430
H -2.7948 3.8508 0.0788
H -3.1702 2.3603 -0.8928
H -1.8392 0.9918 0.6035
H -2.7044 2.1120 1.6990
*
```

Charges per atom according to Mulliken partitioning, unit e: number 1, O, carries -0.54; number 2, N, carries 0.87; number 3, O, carries -0.55; number 4, C, carries -0.01; number 5, C, carries -0.27; number 6, N, carries -0.54; number 7, C, carries 0.52; number 8, N, carries -0.50; number 9, O, carries -0.15; number 10, N, carries 0.79; number 11, O, carries -0.65; number 12, C, carries 0.35; number 13, C, carries -0.47; number 14, H, carries 0.47; number 15, H, carries 0.54; number 16, C, carries -0.68; number 17, N, carries -0.03; number 18, C, carries -0.44; number 19, C, carries -0.60; number 20, O, carries -0.35; number 21, C, carries -0.61; number 22, C, carries -0.45; number 23, H, carries 0.35; number 24, H, carries 0.07; number 25, H, carries 0.33; number 26, H, carries 0.39; number 27, H, carries 0.24; number 28, H, carries 0.33; number 29, H, carries 0.31; number 30, H, carries 0.33; number 31, H, carries 0.32; number 32, H, carries 0.23; number 33, H, carries 0.41


Model B:
C10H13N5O5 | ωB97M-V/def2-TZVPD

The LUMO energy is -1.562 eV.

The geometry in ORCA input format:
```
! wB97M-V def2-TZVPD RIJCOSX def2/J DEFGRID3
* xyz 0 1
O -4.6277 -2.7897 1.4235
N -3.4371 -3.1585 1.4704
O -3.0180 -3.9187 2.3688
C -2.4892 -2.7422 0.4502
C -1.1284 -3.0893 0.5919
C -0.1423 -2.4673 -0.2022
N 1.2573 -2.7516 0.0264
O 1.5778 -3.6036 0.8849
O 2.1256 -2.1927 -0.7135
C -0.4665 -1.5384 -1.2687
C -1.8747 -1.3058 -1.4887
N -2.4033 -0.3022 -2.2379
O -3.6857 -0.1376 -1.6545
N -3.9552 -1.0435 -0.6705
C -2.8423 -1.8242 -0.5981
H -0.8506 -3.8384 1.3216
H 0.1078 -1.6189 -2.2050
C 2.8963 4.3137 0.6176
C 1.8284 3.2638 0.9074
C 1.7055 2.1677 -0.1422
C 0.6154 1.1444 0.2195
N 0.3990 0.1980 -0.9085
H 2.9688 5.0253 1.4452
H 3.8907 3.8752 0.5024
H 2.6885 4.8959 -0.2847
H 2.0688 2.7832 1.8620
H 0.8630 3.7646 1.0383
H 1.4563 2.6112 -1.1232
H 2.6695 1.6344 -0.2479
H 0.8324 0.5296 1.0861
H -0.3152 1.6664 0.4196
H 1.2901 -0.2283 -1.1790
H -0.0051 0.6776 -1.7113
*
```

Charges per atom according to Mulliken partitioning, unit e: number 1, O, carries -0.57; number 2, N, carries 0.91; number 3, O, carries -0.61; number 4, C, carries -0.49; number 5, C, carries -0.32; number 6, C, carries -0.70; number 7, N, carries 0.99; number 8, O, carries -0.61; number 9, O, carries -0.66; number 10, C, carries 0.78; number 11, C, carries -0.01; number 12, N, carries -0.52; number 13, O, carries -0.08; number 14, N, carries -0.33; number 15, C, carries 0.90; number 16, H, carries 0.60; number 17, H, carries 0.34; number 18, C, carries -1.30; number 19, C, carries -0.43; number 20, C, carries -0.35; number 21, C, carries -0.92; number 22, N, carries -0.40; number 23, H, carries 0.37; number 24, H, carries 0.33; number 25, H, carries 0.33; number 26, H, carries 0.32; number 27, H, carries 0.33; number 28, H, carries 0.30; number 29, H, carries 0.32; number 30, H, carries 0.33; number 31, H, carries 0.38; number 32, H, carries 0.39; number 33, H, carries 0.40


Least stable = model B